{
  "formula": "C2H7NS2",
  "method": "wB97M-V/def2-TZVPD",
  "elements": ["N", "C", "C", "S", "S", "H", "H", "H", "H", "H", "H", "H"],
  "xyz": [[-0.18029, -1.39496, 1.52073], [0.70986, -0.38807, 0.95853], [0.28886, 0.22378, -0.37010], [-1.20657, 1.19592, -0.29061], [-1.14105, 2.37473, -1.90073], [0.16936, -2.34008, 1.46116], [-1.14647, -1.35092, 1.23299], [0.93833, 0.38303, 1.72752], [1.66946, -0.82602, 0.63574], [1.17473, 0.74481, -0.72714], [0.12706, -0.59536, -1.08951], [-1.40328, 1.97314, -3.15858]],
  "forces_ev_per_a": [[0.24, -0.11, 0.24], [0.23, -0.07, 0.05], [0.46, -0.87, -0.41], [-0.58, -0.74, 0.10], [0.78, 2.58, -0.25], [-0.10, 0.15, -0.14], [0.12, 0.09, -0.13], [-0.17, -0.25, -0.59], [-0.21, -0.21, 0.76], [-0.32, 0.72, -0.16], [-0.01, 0.17, 0.25], [-0.44, -1.45, 0.29]],
  "e_above_lowest_kj_mol": 68.7,
  "gap_ev": 9.40,
  "smiles": "NCCSS",
  "e_homo_ev": -8.965,
  "energy_ev": -25347.33576
}